(1)
Molecular formula: C5H7NO
Method: DFT, the ωB97M-V functional and the def2-TZVPD basis

Cartesian coordinates (Å):
1 O 2.239 1.317 0.908
2 N -2.361 1.609 -1.108
3 C 0.761 0.365 -0.496
4 C -1.571 0.989 -0.536
5 C 1.998 0.302 0.246
6 C -0.589 0.159 0.188
7 C -1.067 -1.286 0.216
8 H -0.372 -1.877 0.816
9 H -0.532 0.554 1.205
10 H 0.782 -0.284 -1.417
11 H 2.772 -0.453 0.151
12 H -1.078 -1.688 -0.800
13 H 1.090 1.661 -0.013
14 H -2.071 -1.368 0.640

Largest force on an atom = 3.28 eV/Å
Orbital gap = 10.157 eV
HOMO level = -10.1727 eV
Total energy = -8832.600 eV


(2)
Molecular formula: CH4N3
Method: DFT, the ωB97M-V functional and the def2-TZVPD basis

Cartesian coordinates (Å):
1 N -1.351 0.678 0.093
2 N -0.896 -0.716 -0.084
3 N 1.381 0.160 0.150
4 C 0.100 -0.005 0.155
5 H -1.234 -1.646 -0.263
6 H 2.006 -0.547 0.290
7 H 1.694 1.099 0.404
8 H -1.699 0.976 -0.746

Charge = +1
Largest force on an atom = 5.63 eV/Å
Orbital gap = 11.446 eV
HOMO level = -15.6597 eV
Total energy = -5561.199 eV
Structure (SMILES) = [NH2+]=C1NN1


(3)
Molecular formula: C26H30FN5O3
Method: DFT, the ωB97M-V functional and the def2-TZVPD basis

Cartesian coordinates (Å):
1 F -2.102 2.217 1.896
2 O 2.127 -1.160 0.355
3 O 0.448 1.907 -1.339
4 O -1.868 -3.293 -1.832
5 N -0.857 0.270 -0.788
6 N -3.810 0.176 0.957
7 N -1.855 -1.760 1.196
8 N 0.094 -2.664 -0.771
9 N 2.160 1.008 0.637
10 C 6.484 0.888 0.091
11 C 7.001 -0.078 -0.278
12 C -3.186 3.406 -1.536
13 C 4.893 -1.263 -0.115
14 C -0.765 -2.621 -1.777
15 C 0.669 1.140 0.748
16 C 6.100 -1.284 -0.185
17 C -2.066 -0.755 2.238
18 C -0.340 -3.764 0.239
19 C -3.637 1.208 0.096
20 C -0.870 -2.872 1.773
21 C -0.512 -1.281 -2.686
22 C -3.958 -1.346 0.293
23 C -4.161 1.118 -0.977
24 C -2.502 3.390 -0.159
25 C -4.086 2.368 -1.689
26 C -2.677 1.991 0.462
27 C 5.046 0.989 0.273
28 C 2.962 -0.017 0.235
29 C 2.825 2.365 0.561
30 C -1.226 -0.146 -2.193
31 C -3.405 -0.063 2.380
32 C -3.149 -2.362 0.818
33 C 4.243 -0.052 0.119
34 C 4.424 2.256 0.449
35 C 0.267 1.016 -0.544
36 H 8.021 -0.269 -0.379
37 H -4.265 -0.709 2.967
38 H 4.386 -2.277 0.006
39 H -3.060 4.345 -1.901
40 H -2.078 -1.699 3.411
41 H -5.130 -1.628 0.529
42 H 6.773 -2.193 -0.205
43 H -4.441 2.584 -2.816
44 H -1.903 4.067 0.070
45 H -1.091 -3.555 2.403
46 H -1.155 -0.190 2.547
47 H 0.765 -2.145 -0.644
48 H 0.507 2.110 1.275
49 H 0.525 -1.333 -2.507
50 H 6.846 1.955 0.150
51 H -2.444 -0.334 -2.089
52 H -2.903 -3.025 0.095
53 H 4.841 3.346 0.513
54 H 0.467 -4.251 0.718
55 H 0.125 -2.134 1.954
56 H -3.740 -1.266 -0.691
57 H 2.507 3.192 1.090
58 H -0.923 0.536 -2.824
59 H -1.188 -4.346 0.098
60 H -4.920 0.463 -1.275
61 H -0.975 -0.471 -0.190
62 H -3.621 -2.904 1.641
63 H -0.916 -1.702 -3.887
64 H 0.504 0.263 1.235
65 H -3.324 0.948 2.795

Largest force on an atom = 19.65 eV/Å
Orbital gap = 7.203 eV
HOMO level = -7.8831 eV
Total energy = -43737.312 eV


(4)
Molecular formula: C8H9N2OS
Method: DFT, the ωB97M-V functional and the def2-TZVPD basis

Cartesian coordinates (Å):
1 S 2.993 1.470 0.454
2 O -4.346 0.620 -0.019
3 N -2.274 -0.259 0.225
4 N 1.446 1.309 0.606
5 C 2.057 -0.791 -0.217
6 C 1.054 0.103 0.317
7 C -4.432 -0.660 -0.058
8 C -2.976 0.910 0.185
9 C -3.198 -1.272 0.034
10 C -2.513 2.053 0.720
11 C 4.695 -0.622 -0.608
12 C 3.322 -0.186 -0.171
13 H 0.088 -0.143 0.356
14 H -3.069 2.894 0.793
15 H 2.016 -1.778 -0.588
16 H -3.049 -2.303 -0.221
17 H 5.432 0.245 -0.779
18 H 5.070 -1.480 0.025
19 H 4.432 -1.048 -1.653
20 H -1.420 2.077 0.908
21 H -5.327 -1.140 -0.310

Charge = +1
Largest force on an atom = 4.12 eV/Å
Orbital gap = 4.086 eV
HOMO level = -11.5895 eV
Total energy = -24293.924 eV


(5)
Molecular formula: C23H20BrFeN6O2S3
Method: DFT, the ωB97M-V functional and the def2-TZVPD basis

Cartesian coordinates (Å):
1 Br 1.996 7.370 -1.733
2 Fe -0.828 -0.267 -0.498
3 S 0.190 -0.249 1.580
4 S -1.227 -0.872 -2.768
5 S 1.647 -1.559 -3.729
6 O -0.715 1.604 -0.740
7 O 1.311 1.961 -1.660
8 N -0.329 -2.784 0.829
9 N 0.926 -0.806 -1.379
10 N -1.193 5.586 0.134
11 N -1.289 -2.007 0.222
12 N -2.805 -0.129 -0.373
13 N 1.472 -2.534 2.190
14 C 0.072 3.813 -0.871
15 C -0.311 6.453 -0.350
16 C -4.882 0.899 -0.868
17 C -2.949 -3.721 0.731
18 C -5.532 -0.312 -0.709
19 C -3.507 0.952 -0.704
20 C 1.665 -1.909 4.583
21 C 5.055 -1.256 -1.563
22 C 4.249 -1.527 -2.652
23 C 0.466 -1.082 -2.566
24 C 0.997 4.723 -1.364
25 C 2.282 -1.866 3.193
26 C -0.995 4.296 -0.125
27 C -3.428 -1.314 -0.208
28 C 3.135 -0.624 -0.228
29 C -4.797 -1.441 -0.375
30 C -2.510 -2.396 0.215
31 C 0.446 -1.970 1.520
32 C 0.791 6.060 -1.096
33 C 2.878 -1.346 -2.516
34 C 0.272 2.342 -1.160
35 C 4.498 -0.801 -0.365
36 C 2.312 -0.915 -1.312
37 H -4.027 -3.841 0.689
38 H 6.126 -1.384 -1.644
39 H 0.687 -1.426 4.579
40 H 1.468 -3.542 2.176
41 H 2.421 -0.834 2.874
42 H -1.714 3.601 0.291
43 H -5.279 -2.399 -0.255
44 H -6.602 -0.385 -0.847
45 H -2.926 1.853 -0.846
46 H 5.146 -0.570 0.470
47 H -0.480 7.503 -0.138
48 H -2.612 -3.834 1.763
49 H 3.267 -2.336 3.187
50 H -5.421 1.800 -1.126
51 H -2.475 -4.518 0.158
52 H 1.540 -2.937 4.928
53 H 2.300 -1.387 5.300
54 H 1.841 4.366 -1.939
55 H 4.675 -1.859 -3.589
56 H 2.702 -0.245 0.684

2S+1 = 2
Largest force on an atom = 0.76 eV/Å
Orbital gap (spin up / spin down) = 7.243 / 7.241 eV
HOMO level (spin up / spin down) = -7.9093 / -7.9104 eV
Total energy = -174149.018 eV


(6)
Molecular formula: C29H25FN9O3Ru
Method: DFT, the ωB97M-V functional and the def2-TZVPD basis

Cartesian coordinates (Å):
1 Ru -0.552 -0.165 -0.597
2 F -2.192 -0.849 -1.342
3 O -0.823 -1.716 0.725
4 O -1.815 3.316 -1.622
5 O 1.297 -1.328 1.334
6 N 0.955 1.302 -0.240
7 N -1.025 4.940 -0.254
8 N 0.399 -1.328 -2.055
9 N 1.953 3.155 -0.912
10 N -5.342 3.018 -1.068
11 N 0.105 -2.108 -4.097
12 N -0.649 1.056 -2.365
13 N -3.608 6.109 1.663
14 N -1.717 0.918 0.685
15 C 1.048 -2.559 -2.140
16 C 0.852 -3.069 -3.425
17 C 1.171 2.108 -1.247
18 C 0.087 -5.427 3.926
19 C -3.370 4.471 -0.294
20 C 0.179 -3.181 2.300
21 C -2.061 4.197 -0.776
22 C 1.375 -4.288 -3.837
23 C 1.709 1.447 2.182
24 C -0.904 0.145 -3.500
25 C -2.514 1.453 1.303
26 C 3.019 3.819 1.289
27 C 2.270 3.022 0.433
28 C -3.552 5.391 0.758
29 C 0.250 -1.978 1.414
30 C 2.114 -4.986 -2.902
31 C 2.446 2.239 3.040
32 C -4.454 3.670 -0.721
33 C -1.024 -5.070 3.174
34 C 1.626 1.856 0.854
35 C 1.244 -4.661 3.867
36 C 0.549 1.894 -2.569
37 C 1.290 -3.540 3.054
38 C -3.539 2.064 2.135
39 C -0.130 -1.104 -3.230
40 C 1.819 -3.257 -1.215
41 C 2.337 -4.473 -1.615
42 C 3.093 3.404 2.603
43 C -0.980 -3.948 2.361
44 H -1.200 5.515 0.555
45 H 2.532 1.951 4.079
46 H 0.266 2.851 -3.008
47 H -4.449 2.166 1.547
48 H 2.933 -5.046 -0.918
49 H 2.540 -5.943 -3.172
50 H -0.588 0.597 -4.445
51 H -1.439 1.686 -2.186
52 H 2.180 -2.927 2.991
53 H -1.969 -0.074 -3.550
54 H 1.234 0.532 2.501
55 H 1.215 -4.671 -4.835
56 H 0.051 -6.303 4.561
57 H -0.237 -2.163 -5.040
58 H 2.252 3.887 -1.534
59 H -1.834 -3.655 1.764
60 H -1.925 -5.668 3.221
61 H -3.720 1.427 2.999
62 H 1.257 1.383 -3.226
63 H 3.662 3.991 3.312
64 H 2.010 -2.847 -0.233
65 H -3.219 3.052 2.461
66 H -0.113 4.520 -0.321
67 H 2.109 -4.940 4.456
68 H 3.513 4.719 0.947

2S+1 = 2
Largest force on an atom = 1.39 eV/Å
Orbital gap (spin up / spin down) = 7.332 / 6.625 eV
HOMO level (spin up / spin down) = -7.3696 / -7.3694 eV
Total energy = -55335.083 eV


> What is the formula in the first record?

C5H7NO


> The highest total energy belongs to which entry?

CH4N3


> The highest largest force on an atom belongs to which entry?

C26H30FN5O3


> Which value of total energy does entry 1 give?

-8832.600 eV